(1)
The following is a DFT calculation (the ωB97M-V functional and the def2-TZVPD basis) of a 4-piece molecular cluster, C3H13NO3 overall in a non-equilibrium geometry.

Computed properties:
HOMO	-0.29454	hartree
ΔE to the lowest compared entry with this formula, charge and spin	1.951	eV
gap between HOMO and LUMO	8.581	eV

```
! RIJCOSX wB97M-V def2-TZVPD def2/J DEFGRID3
* xyz 0 1
C 1.169 0.119 -1.611
C -0.088 0.563 -1.974
O -2.044 -1.049 3.142
H 2.859 0.226 -0.510
H 0.477 -1.074 -0.142
H -0.071 -2.250 0.498
H 0.394 0.425 1.908
H -0.157 -0.234 -4.092
H -0.731 1.169 -1.278
C -0.454 0.567 -3.398
H -1.578 -0.998 2.300
H 1.755 1.110 0.238
O -0.058 1.135 2.533
H -0.103 1.444 -3.962
H -1.523 0.709 -3.494
O -0.141 -1.343 0.640
H -2.543 -1.896 3.167
H 1.768 -0.466 -2.357
N 1.976 0.551 -0.592
H -0.203 0.547 3.244
*
```

Results of the Mulliken charge analysis, in e, for atoms 1 through 2: -0.471, 0.244

***

(2)
The following is a DFT calculation (the ωB97M-V functional and the def2-TZVPD basis) of a 2-piece molecular cluster, C6H12N2O overall in a non-equilibrium geometry.

Computed properties:
HOMO (spin up / spin down)	-0.25343 / -0.25340	hartree
ΔE to the lowest compared entry with this formula, charge and spin	7.940	eV
gap between HOMO and LUMO (spin up / spin down)	7.890 / 7.890	eV

```
! RIJCOSX wB97M-V def2-TZVPD def2/J DEFGRID3
* xyz 0 1
H -0.063 -0.327 -2.405
H 0.193 2.643 -1.101
C 0.701 -0.491 -1.635
H 0.247 -2.997 0.563
C 1.128 -2.615 1.068
O -0.513 2.631 -0.430
H -1.317 1.252 1.835
H -1.775 2.163 -2.413
H 0.258 1.079 2.648
H 1.784 -3.359 1.512
N -1.202 1.387 -0.576
C 1.343 -1.319 1.189
H -0.944 -0.212 2.788
C 0.168 -0.075 -0.341
C -0.536 0.548 2.121
H -2.542 0.811 -1.890
N -1.640 1.279 -1.916
C -0.024 -0.080 0.901
H 0.954 -1.550 -1.662
H 2.213 -0.879 1.664
H 1.566 0.110 -1.922
*
```

Results of the Mulliken charge analysis, in e, for atoms 1 through 2: 0.409, 0.309

***

Repeat the first record exactly.
The following is a DFT calculation (the ωB97M-V functional and the def2-TZVPD basis) of a 4-piece molecular cluster, C3H13NO3 overall in a non-equilibrium geometry.

Computed properties:
HOMO	-0.29454	hartree
ΔE to the lowest compared entry with this formula, charge and spin	1.951	eV
gap between HOMO and LUMO	8.581	eV

```
! RIJCOSX wB97M-V def2-TZVPD def2/J DEFGRID3
* xyz 0 1
C 1.169 0.119 -1.611
C -0.088 0.563 -1.974
O -2.044 -1.049 3.142
H 2.859 0.226 -0.510
H 0.477 -1.074 -0.142
H -0.071 -2.250 0.498
H 0.394 0.425 1.908
H -0.157 -0.234 -4.092
H -0.731 1.169 -1.278
C -0.454 0.567 -3.398
H -1.578 -0.998 2.300
H 1.755 1.110 0.238
O -0.058 1.135 2.533
H -0.103 1.444 -3.962
H -1.523 0.709 -3.494
O -0.141 -1.343 0.640
H -2.543 -1.896 3.167
H 1.768 -0.466 -2.357
N 1.976 0.551 -0.592
H -0.203 0.547 3.244
*
```

Results of the Mulliken charge analysis, in e, for atoms 1 through 2: -0.471, 0.244